{
  "formula": "C41H46AsNO7W",
  "method": "ωB97M-V with the def2-TZVPD basis set",
  "charge": 4,
  "multiplicity": 1,
  "lumo_energy_ev": [-11.9, -12.0],
  "largest_force_ev_per_a": 0.36,
  "symbols": ["H", "H", "H", "H", "O", "H", "H", "C", "C", "C", "C", "H", "H", "H", "C", "H", "C", "C", "C", "C", "H", "As", "C", "C", "H", "H", "N", "C", "C", "O", "C", "C", "H", "C", "H", "C", "C", "H", "H", "C", "O", "H", "C", "C", "H", "H", "H", "H", "C", "H", "C", "H", "C", "O", "H", "H", "C", "H", "C", "H", "C", "H", "H", "H", "C", "C", "C", "H", "C", "H", "H", "O", "C", "C", "O", "C", "H", "C", "H", "H", "H", "O", "C", "C", "H", "H", "H", "C", "H", "C", "W", "H", "H", "H", "C", "C", "H"],
  "coordinates": [[-2.34598, -4.29240, 0.32161], [-0.63919, 0.31128, -6.23483], [5.68319, -0.67393, -3.50355], [-3.83257, 5.09087, 1.22080], [-3.14776, -2.40763, 0.47988], [7.89362, 2.12373, -1.12713], [-5.22742, -2.56541, 0.19665], [-4.38286, 1.76341, -0.66755], [-0.80536, -2.51893, 3.62012], [0.51392, 1.93200, -1.98704], [-1.31841, -1.17132, 4.03857], [0.26669, -2.51639, 3.42914], [-4.39437, -1.21773, -0.61045], [2.42605, -5.20600, 0.25955], [-1.47887, 0.61306, -2.50050], [7.95938, 2.60598, 1.17681], [2.76170, -1.35334, 0.59309], [-2.06744, -0.13058, -4.69829], [-0.28603, 1.17121, -2.98121], [7.04551, 3.18263, 1.04497], [-0.41593, -1.61703, -1.59959], [-1.63116, 0.95878, -0.61967], [-0.00592, 1.96658, -0.68812], [2.52215, -4.13270, 0.35569], [2.19215, 0.54726, 1.51646], [2.08869, 2.66840, -3.25683], [3.83152, 0.86469, 0.42635], [-4.67303, -0.92336, 1.50806], [4.85904, 0.72402, -0.54636], [5.93611, 2.29454, 0.77812], [-5.26721, 3.77053, 0.32532], [5.97754, 1.54279, -0.33485], [-3.86645, 1.60059, 2.36341], [1.70265, 3.48591, 0.01202], [-2.76583, -0.60171, -5.37707], [3.77866, -3.53990, 0.33471], [-0.87168, 0.39239, -5.18146], [7.15706, 3.90281, 0.23574], [-1.90309, 3.66140, 0.68492], [-2.37027, -0.03017, -3.34680], [-3.36788, -0.32443, 1.72677], [-2.27220, -4.73913, 2.73194], [2.90385, 0.07741, 0.84795], [5.75879, -0.07218, -2.60922], [0.92389, 1.46424, -4.74014], [-5.40647, -0.13968, 1.31383], [-1.15854, -4.02182, -1.99275], [-4.53982, 0.87106, -1.26417], [-3.10400, 2.13490, -0.25751], [3.83675, -0.64178, -1.86010], [7.01047, 1.51854, -1.26849], [-4.03384, -4.27007, 0.87692], [1.66479, 2.66255, -2.26110], [-1.18515, -0.27198, 2.88790], [-2.72364, -3.20672, -1.71376], [-3.33270, -3.34755, 3.07808], [1.38622, -3.35059, 0.50959], [6.79627, 3.69376, 1.96764], [0.57584, 2.73054, 0.31260], [-6.10896, 4.41485, 0.54170], [4.73475, -0.06237, -1.69020], [2.13357, 4.13891, 0.76143], [-4.95496, -1.48008, 2.40437], [-2.37110, -1.21641, 4.32435], [-5.46353, 2.58552, -0.37631], [0.01511, 1.04081, -4.33300], [6.89651, 0.70950, -2.38451], [4.87211, -1.70924, 0.43856], [1.51023, -1.97960, 0.64565], [3.87357, 1.78237, 0.87130], [-1.66955, -2.64896, -3.01578], [-1.43780, -2.86256, 2.35553], [-1.69169, -3.07333, -2.01640], [3.89145, -2.16536, 0.44501], [0.35005, -1.23453, 0.84346], [-3.37234, 0.70831, 2.75099], [4.66685, -4.14862, 0.23620], [-2.58156, -3.74937, 2.39413], [-1.77731, 1.34573, 4.07719], [-0.73463, -0.76259, 4.86315], [-6.45390, 2.31934, -0.72325], [-1.04619, -2.14571, -1.09117], [-3.06129, -3.78994, 0.96948], [-4.46244, -1.79869, 0.30741], [-3.92661, 0.32133, 3.60739], [-1.47194, 1.67583, 2.35840], [0.14946, 2.78121, 1.30824], [-1.91373, 0.97532, 3.06134], [-1.03125, -3.27212, 4.37452], [-3.98741, 4.14877, 0.71176], [-1.47145, -1.16412, 0.93823], [-3.31126, -0.42823, -2.98394], [3.11992, 4.03522, -1.50187], [7.70434, 0.69379, -3.10395], [2.24925, 3.43701, -1.26683], [-2.89998, 3.33360, 0.41843], [0.40234, -3.79903, 0.53229]],
  "atomic_forces_ev_per_a": [[0.0, 0.0, 0.0], [0.0, 0.0, 0.0], [0.0, 0.0, 0.0], [0.0, 0.0, 0.0], [-0.1, -0.1, 0.0], [0.0, 0.0, 0.0], [0.0, 0.0, 0.0], [0.0, 0.1, 0.0], [0.0, 0.0, 0.0], [0.0, 0.0, -0.1], [0.0, 0.1, 0.1], [0.0, 0.0, 0.0], [0.0, 0.0, 0.0], [0.0, 0.0, 0.0], [0.0, 0.0, 0.0], [0.0, 0.0, 0.0], [0.1, 0.2, 0.0], [0.0, 0.0, 0.0], [0.1, 0.0, 0.0], [0.0, 0.0, 0.0], [-0.1, 0.0, 0.0], [0.0, -0.1, 0.0], [0.0, 0.1, 0.1], [0.0, 0.0, 0.0], [0.0, 0.0, 0.0], [0.0, 0.0, 0.0], [0.1, 0.0, -0.1], [0.0, 0.1, 0.0], [-0.1, 0.0, 0.0], [0.0, 0.0, 0.0], [0.0, 0.0, 0.0], [0.0, 0.1, 0.1], [0.0, 0.0, 0.0], [0.1, 0.0, 0.0], [0.0, 0.0, 0.0], [0.0, 0.0, 0.0], [0.0, 0.0, 0.0], [0.0, 0.0, 0.0], [0.0, 0.0, 0.0], [0.0, 0.0, 0.0], [-0.1, 0.1, 0.0], [0.0, 0.0, 0.0], [-0.1, -0.1, 0.0], [0.0, 0.0, 0.0], [0.0, 0.0, 0.0], [0.0, 0.0, 0.0], [0.0, 0.0, 0.0], [0.0, 0.0, 0.0], [0.0, 0.0, 0.0], [0.0, 0.0, 0.0], [0.0, 0.0, 0.0], [0.0, 0.0, 0.0], [0.1, 0.0, 0.0], [-0.1, 0.0, -0.1], [0.0, 0.0, 0.0], [0.0, 0.0, 0.0], [-0.1, 0.0, 0.0], [0.0, 0.0, 0.0], [0.1, 0.0, 0.0], [0.0, 0.0, 0.0], [0.0, 0.0, 0.0], [0.0, 0.0, 0.0], [0.0, 0.0, 0.0], [0.0, 0.0, 0.0], [0.0, 0.0, 0.0], [0.0, 0.0, 0.0], [0.0, 0.0, 0.0], [0.0, 0.0, 0.0], [-0.1, 0.0, 0.0], [0.0, 0.0, 0.0], [0.0, 0.0, 0.0], [0.0, 0.1, 0.0], [0.0, -0.1, 0.0], [0.0, -0.1, 0.0], [0.3, 0.1, 0.0], [0.0, 0.0, 0.0], [0.0, 0.0, 0.0], [0.0, 0.0, 0.0], [0.0, 0.0, 0.0], [0.0, 0.0, 0.0], [0.0, 0.0, 0.0], [-0.1, 0.0, 0.1], [0.0, 0.0, 0.0], [-0.1, 0.0, 0.0], [0.0, 0.0, 0.0], [0.0, 0.0, 0.0], [0.0, 0.0, 0.0], [0.0, 0.0, 0.0], [0.0, 0.0, 0.0], [0.0, 0.0, 0.0], [0.1, -0.3, -0.2], [0.0, 0.0, 0.0], [0.0, 0.0, 0.0], [0.0, 0.0, 0.0], [0.0, 0.0, 0.0], [0.0, 0.0, 0.0], [0.0, 0.0, 0.0]],
  "mulliken_charge": [0.383, 0.460, 0.465, 0.510, -0.507, 0.514, 0.785, -0.679, -0.858, 0.260, -0.483, 0.173, -0.103, 0.509, 0.021, 0.391, 0.192, -0.742, 0.762, -0.934, 0.197, 1.575, 0.426, -0.972, 0.910, 0.503, 0.426, -0.846, -0.495, -0.468, -0.690, 0.951, 0.315, -1.511, 0.509, -1.017, -1.021, 0.421, 0.354, -0.973, -0.066, 0.609, -0.817, -1.043, 0.501, 0.545, 0.268, 0.482, 0.952, 0.618, -0.423, 0.631, -0.592, -0.561, 0.301, 0.312, -0.299, 0.262, -0.336, 0.459, 0.135, 0.525, 0.518, 0.351, -0.820, -0.734, -0.816, 0.726, 0.308, 0.459, 0.406, -0.485, -0.863, -0.539, 1.542, -0.986, 0.491, -0.688, 0.759, 0.483, 0.510, -0.508, -0.751, -0.480, 0.650, -0.583, 0.356, 0.120, 0.666, -0.869, 1.836, 0.415, 0.558, 0.461, -1.038, -0.045, 0.416]
}